Here is a 2-piece molecular cluster, C2H8Cl2Si2 overall from the Open Molecules 2025 dataset. Energies are from ωB97M-V/def2-TZVPD.

Output
Frontier orbital gap (alpha / beta)   7.27 / 8.35 eV
2S+1   3
Lowest unoccupied orbital energy (alpha / beta)   0.0220 / -0.0961 Eh
HOMO energy (alpha / beta)   -6.6754 / -10.9656 eV
DFT total energy   -43001.6540 eV
Relative energy (zero: lowest compared OMol25 entry of this formula, charge and spin)   62.2 kJ/mol

```
14
Properties=species:S:1:pos:R:3:forces:R:3
C 0.38111 0.11198 -1.36439 -0.889 0.020 0.238
C -0.29356 -1.33811 -1.50983 2.367 1.179 -2.087
Si 0.46971 1.71167 2.45230 -1.551 -0.605 0.173
Si -1.15655 -1.95426 0.09452 0.630 -1.297 -0.775
Cl -1.78079 -3.83364 -0.67094 -0.177 0.373 0.652
Cl 0.99023 2.80026 0.75170 -0.083 0.078 0.740
H 0.54022 0.72962 -2.26728 0.091 -1.061 -0.274
H -0.39609 0.73845 -0.90539 0.456 -0.058 0.615
H 1.35600 0.17622 -0.79303 -1.348 -0.486 -0.413
H 0.41357 -1.98643 -2.21773 -1.374 0.621 2.314
H -1.23782 -1.34768 -2.06822 0.218 0.645 -0.290
H 1.61797 0.79182 2.73454 -0.422 0.382 0.013
H -0.83074 0.95590 2.06264 1.171 0.313 0.101
H -0.07326 2.44419 3.70112 0.911 -0.104 -1.007
```
Positions in Å, forces in eV/Å.



Here is one molecule with the formula C14H28N2O2 from the Open Molecules 2025 dataset. Energies are from ωB97M-V/def2-TZVPD.

Output
Frontier orbital gap   9.44 eV
Lowest unoccupied orbital energy   0.0250 Eh
HOMO energy   -8.7583 eV
DFT total energy   -22047.7072 eV
Relative energy (zero: lowest compared OMol25 entry of this formula, charge and spin)   162.7 kJ/mol

```
46
Properties=species:S:1:pos:R:3:forces:R:3
C 4.56763 -3.04681 -2.34074 -0.156 0.195 0.055
C 3.61183 -2.37363 -1.36314 0.100 -0.314 0.045
C 3.41221 -3.21511 -0.10404 -0.035 0.378 0.076
C 2.55732 -2.52667 0.96040 -0.119 -0.274 -0.266
C 1.09233 -2.37285 0.55673 0.231 0.118 0.400
C 0.26238 -1.75933 1.68398 -0.112 -0.175 -0.400
C -1.21079 -1.52738 1.30755 0.125 0.015 0.172
N -1.54152 -0.10967 1.26630 -0.142 -0.091 0.008
C -0.96801 0.54490 0.10621 0.169 0.226 0.215
H 0.06844 0.21909 0.01945 0.024 -0.024 -0.041
C -0.97267 2.06979 0.24957 0.202 -0.419 -0.002
N -2.22268 2.67445 -0.15395 0.150 0.212 -0.285
C -3.38182 2.47954 0.51640 -0.095 -0.050 0.327
O -4.43193 2.98253 0.15810 -0.380 0.058 0.012
C -3.30239 1.57950 1.73243 -0.243 -0.099 -0.104
H -2.56586 1.95236 2.44457 0.011 -0.023 0.059
H -4.28712 1.61120 2.20069 0.082 0.091 -0.079
C -2.96967 0.12565 1.37829 0.008 0.066 0.166
H -3.34095 -0.50833 2.18731 0.007 0.021 -0.097
H -3.50897 -0.15679 0.45552 -0.011 -0.037 0.067
C -2.24182 3.46637 -1.36483 -0.041 0.422 0.065
H -1.90997 2.85350 -2.21316 -0.038 0.064 -0.019
H -3.28351 3.75654 -1.52060 0.170 -0.065 -0.072
C -1.36909 4.72658 -1.27289 -0.506 -0.092 -0.146
O -0.00318 4.48353 -1.52812 0.540 -0.094 -0.155
H 0.10056 4.22566 -2.45109 -0.019 0.061 0.084
H -1.41418 5.13197 -0.26039 -0.096 0.012 -0.079
H -1.75549 5.48229 -1.96867 -0.003 -0.035 0.090
H -0.18929 2.49894 -0.37500 -0.094 -0.026 0.105
H -0.74505 2.32050 1.28954 0.103 -0.008 -0.085
H -1.49762 0.26398 -0.82387 0.085 -0.011 0.016
H -1.85012 -1.98552 2.06438 -0.034 0.005 -0.083
H -1.43628 -2.02096 0.34636 -0.037 -0.029 0.025
H 0.31413 -2.42203 2.54930 0.044 0.029 0.070
H 0.69507 -0.80425 1.98563 0.013 0.030 0.072
H 0.68415 -3.35483 0.30493 -0.032 -0.036 -0.106
H 1.02205 -1.74807 -0.33495 -0.083 -0.017 -0.101
H 2.60475 -3.11332 1.88116 0.007 0.059 0.091
H 2.97697 -1.54130 1.17711 0.038 0.050 0.088
H 4.39295 -3.43422 0.32549 0.042 -0.093 -0.031
H 2.95233 -4.16816 -0.37593 0.032 -0.107 0.002
H 4.01046 -1.39592 -1.08214 -0.064 0.082 0.012
H 2.65227 -2.21346 -1.85772 -0.036 0.104 0.006
H 4.18358 -4.01977 -2.63989 0.006 -0.118 -0.065
H 4.69481 -2.43886 -3.23361 0.072 -0.014 -0.123
H 5.54373 -3.19166 -1.88264 0.120 -0.045 0.009
```
Positions in Å, forces in eV/Å.



Here is C30H44BrO2SeSi4TeW as an isolated structure from the Open Molecules 2025 dataset. Energies are from ωB97M-V/def2-TZVPD.

Output
Frontier orbital gap (alpha / beta)   4.73 / 4.75 eV
Lowest unoccupied orbital energy (alpha / beta)   -0.1807 / -0.1804 Eh
Net charge   +1
HOMO energy (alpha / beta)   -9.6474 / -9.6608 eV
DFT total energy   -211927.8768 eV
Relative energy (zero: lowest compared OMol25 entry of this formula, charge and spin)   456.4 kJ/mol

```
84
Properties=species:S:1:pos:R:3:forces:R:3
W -0.04459 0.88674 -0.71860 -0.315 2.900 1.032
Se -2.11052 2.31380 -0.80136 0.389 0.024 -0.473
C -3.19329 2.61293 -2.36633 0.088 -0.296 0.082
C -3.09927 1.90739 -3.55770 0.008 0.007 -0.123
C -3.97424 2.19468 -4.59677 0.003 0.028 -0.008
C -4.93194 3.18597 -4.45791 0.028 0.011 -0.035
C -5.00905 3.90441 -3.27304 -0.029 0.065 0.024
C -4.14883 3.61663 -2.22803 0.050 -0.042 0.174
H -2.33571 1.16508 -3.71948 -0.023 -0.100 0.124
H -3.89427 1.63881 -5.52200 -0.009 0.014 -0.006
H -5.60622 3.40770 -5.27420 -0.017 -0.005 0.013
H -5.74434 4.68954 -3.15618 0.000 -0.005 -0.010
H -4.20765 4.16757 -1.29740 -0.077 0.020 -0.017
C -2.63523 -2.93579 -0.70466 0.214 0.044 0.160
Te -2.09020 -0.98496 -1.48901 -0.944 -1.298 -0.710
C -1.59982 -2.13483 -3.26130 0.051 0.136 -0.002
C -1.58478 -3.58789 -2.87598 -0.117 -0.088 0.073
C -1.08774 -4.55303 -3.74582 0.007 0.015 -0.029
C -1.05321 -5.88471 -3.36634 0.022 -0.055 -0.061
C -1.50310 -6.26327 -2.10951 -0.029 0.033 0.087
C -2.00286 -5.30662 -1.24073 -0.020 -0.004 -0.043
C -2.05963 -3.97193 -1.62680 -0.001 0.019 -0.075
H -3.72507 -2.96711 -0.71926 0.010 0.166 -0.011
H -2.30813 -3.08054 0.32074 0.042 0.085 -0.046
H -0.65180 -1.80596 -3.68567 0.029 0.093 0.130
H -2.38266 -1.93378 -3.99402 -0.005 0.119 0.078
H -0.72054 -4.25950 -4.72206 0.007 0.004 0.006
H -0.67059 -6.63054 -4.05052 0.023 0.018 0.003
H -1.46390 -7.29973 -1.80194 0.009 -0.003 -0.027
H -2.35359 -5.59392 -0.25650 -0.007 -0.017 -0.010
C 3.58785 0.82775 3.67917 -0.194 0.057 -0.044
Si 2.33155 1.71311 2.59428 -0.015 0.370 0.381
C 1.06844 2.70730 3.71673 0.391 -0.313 0.130
C 2.16149 4.22613 1.19871 0.003 -0.027 -0.116
Si 0.56968 0.36327 1.67245 0.542 -0.168 -0.002
Si 1.70798 -1.09739 -1.04507 0.182 -1.048 0.219
C 0.93947 -2.81079 -0.71682 0.165 0.339 0.033
C 2.63054 -1.34347 -2.69840 -0.298 0.404 0.158
C 3.14847 -1.02623 0.22204 -0.263 0.214 -0.055
Si -0.60758 -0.77931 3.41036 -0.113 -0.590 0.146
C -1.69546 0.38156 4.44362 0.376 0.106 -0.237
C -1.75091 -2.10734 2.71477 0.208 0.180 -0.006
C 0.73202 -1.62988 4.43019 -0.172 0.168 -0.051
H 4.47253 1.44700 3.83148 -0.023 0.047 0.008
H 3.91192 -0.09983 3.20601 -0.012 -0.016 -0.006
H 3.17879 0.57728 4.65940 0.008 -0.019 -0.010
H 1.53588 3.47829 4.32818 0.010 0.023 -0.003
H 0.48341 2.05167 4.36092 -0.088 0.082 -0.034
H -0.76712 3.51783 3.23627 0.207 0.142 -0.182
H 1.74043 4.89707 1.94949 0.007 -0.026 -0.038
H 0.58839 4.19297 -0.22557 0.058 -0.117 -0.077
H 2.66218 4.86057 0.46859 0.076 0.027 0.007
H 0.35136 -3.16259 -1.56333 0.071 0.023 0.052
H 0.30286 -2.83949 0.17171 0.005 0.025 -0.003
H 1.75391 -3.52658 -0.57345 0.022 0.002 0.013
H 2.01899 -1.19638 -3.58815 -0.024 0.001 0.032
H 3.00471 -2.36996 -2.71508 -0.003 -0.013 0.126
H 3.49409 -0.67868 -2.77659 -0.022 0.027 -0.035
H 2.84889 -1.42729 1.19774 -0.034 -0.033 0.012
H 3.54355 -0.02016 0.38194 0.028 -0.030 -0.014
H 3.97183 -1.64432 -0.14321 -0.023 -0.072 0.001
H -2.20992 1.11372 3.81596 -0.013 -0.015 -0.009
H -1.13509 0.91316 5.21588 -0.036 -0.017 -0.003
H -2.46455 -0.20594 4.94701 0.024 -0.073 -0.006
H -2.54272 -1.68548 2.09339 0.007 0.033 -0.002
H -2.22772 -2.63598 3.54364 0.006 0.031 0.041
H -1.20012 -2.84603 2.12959 0.027 0.035 0.003
H 1.44869 -0.92939 4.86211 -0.030 0.000 0.010
H 1.29051 -2.33471 3.81023 -0.002 0.002 -0.023
H 0.28342 -2.19608 5.24911 -0.012 0.001 0.009
Br 0.23914 1.11915 -3.22555 0.310 -0.302 0.277
C 1.45958 2.31072 -0.40465 -0.611 -0.789 -0.013
C 2.71452 2.12419 -0.89357 0.264 -0.124 -0.037
C 4.01017 2.55146 -0.40910 0.065 -0.131 -0.137
C 4.26830 2.96353 0.83954 -0.209 0.090 0.221
C 3.19520 3.26704 1.82929 -0.001 -0.185 -0.469
C 1.03849 3.47766 0.47769 -0.324 0.548 0.356
C -0.11991 3.06226 1.39352 -0.227 0.823 -0.171
O 0.11276 3.46246 2.82271 -0.111 -0.463 0.428
O -0.48624 1.76695 1.37607 0.538 -0.996 -1.182
H 2.79889 1.46042 -1.75271 -0.087 0.082 -0.110
H 4.84388 2.36817 -1.07675 -0.005 0.017 -0.002
H 5.29639 3.12191 1.14411 0.026 -0.011 -0.044
H 3.65895 3.77154 2.68250 -0.062 -0.206 0.154
```
Positions in Å, forces in eV/Å.



Here is a 3-piece molecular cluster, C4H8N2O2 overall from the Open Molecules 2025 dataset. Energies are from ωB97M-V/def2-TZVPD.

Output
Frontier orbital gap   8.81 eV
Lowest unoccupied orbital energy   0.0238 Eh
HOMO energy   -8.1618 eV
DFT total energy   -11345.3442 eV
Relative energy (zero: lowest compared OMol25 entry of this formula, charge and spin)   846.0 kJ/mol

```
16
Properties=species:S:1:pos:R:3:forces:R:3
C -1.27658 -0.26663 2.29059 -1.801 -1.270 1.955
C -1.52988 -0.54882 0.00073 -0.224 -1.010 0.271
C -0.86936 -0.93732 -1.09709 -0.324 -2.000 -2.535
C 0.98890 0.35599 -1.03186 1.605 -0.732 -2.262
H -0.27736 -1.04396 2.44989 -2.877 2.618 0.317
H -2.40204 -1.19080 2.36608 3.382 2.994 -0.448
H -1.69146 0.78981 3.21238 1.958 -3.648 -2.854
H -2.43488 -1.11665 0.26912 0.272 0.562 -0.215
H -1.24545 -1.73947 -1.87382 -0.493 1.559 2.367
H 0.70953 1.01598 -0.10143 0.331 -1.474 -2.006
H 2.91309 -0.03988 -1.99169 -1.398 1.682 1.135
H 2.74187 2.57239 -1.37511 0.640 -2.992 2.247
N 0.36648 -0.60872 -1.68265 0.941 3.114 3.236
N 2.26119 0.74320 -1.63949 -1.695 -1.774 0.711
O -1.10815 0.33812 1.00268 -0.846 -1.182 0.302
O 2.85411 1.67677 -0.79834 0.529 3.554 -2.220
```
Positions in Å, forces in eV/Å.



Here is C4H4AlLiO5 as an isolated structure from the Open Molecules 2025 dataset. Energies are from ωB97M-V/def2-TZVPD.

Output
Frontier orbital gap (alpha / beta)   9.05 / 8.27 eV
2S+1   2
Lowest unoccupied orbital energy (alpha / beta)   -0.5030 / -0.5355 Eh
Net charge   +3
HOMO energy (alpha / beta)   -22.7345 / -22.8372 eV
DFT total energy   -21217.8536 eV
Relative energy (zero: lowest compared OMol25 entry of this formula, charge and spin)   148.1 kJ/mol

```
15
Properties=species:S:1:pos:R:3:forces:R:3
O -1.75190 -2.53040 -1.89431 0.672 1.332 1.074
C -2.31675 -2.85849 -0.85439 -0.781 -1.832 -1.441
O -2.31244 -2.18885 0.20983 1.108 1.537 0.342
Li -2.66298 -2.46771 2.02088 -0.527 -0.486 0.912
Al -1.17194 -0.95018 -0.84281 -2.324 -3.805 -1.945
C -0.67874 0.67073 -0.45598 -0.802 3.496 0.347
C 0.44238 1.13817 -0.98034 3.299 -0.772 -0.198
H -1.33264 1.31968 0.13862 0.405 -0.783 1.085
H 0.77893 1.01378 -2.01081 0.397 -0.412 0.244
O 2.59818 2.57420 1.39855 -0.343 -0.618 -1.220
C 1.52099 2.38690 0.73424 1.716 2.214 1.438
O 0.52021 3.14726 0.95279 -2.546 -0.861 0.453
O 1.61157 1.56473 -0.23086 -2.119 -0.710 -1.804
H 2.69192 3.48649 1.71894 -0.005 0.325 0.779
H -0.39477 2.69544 0.89735 1.851 1.374 -0.067
```
Positions in Å, forces in eV/Å.



Here is a 2-piece molecular cluster, C5H11NSi overall from the Open Molecules 2025 dataset. Energies are from ωB97M-V/def2-TZVPD.

Output
Frontier orbital gap (alpha / beta)   7.10 / 7.34 eV
Lowest unoccupied orbital energy (alpha / beta)   0.0291 / 0.0030 Eh
HOMO energy (alpha / beta)   -6.3109 / -7.2544 eV
DFT total energy   -14725.6518 eV
Relative energy (zero: lowest compared OMol25 entry of this formula, charge and spin)   587.0 kJ/mol

```
18
Properties=species:S:1:pos:R:3:forces:R:3
C 1.51496 -1.72562 -0.39201 -1.190 -3.099 -1.264
C 1.11250 -0.96363 0.61012 0.048 1.755 0.491
C -2.20195 -1.73782 -0.96810 0.184 0.752 0.832
C 0.45179 1.83200 1.93254 0.062 1.542 -2.376
C 0.58354 1.58664 -1.23433 0.251 -0.314 1.336
N -3.27979 -1.58272 -0.46451 1.483 1.746 0.659
Si 0.27339 0.68213 0.43927 -0.092 -0.324 -0.514
H 1.75169 -2.82256 -0.20033 0.332 1.518 -0.167
H 1.15602 -1.60608 -1.45547 0.796 0.494 1.143
H 1.26753 -1.22611 1.65525 0.161 -0.429 -0.146
H -1.76315 -2.45687 -1.60774 0.460 -1.017 -1.044
H 0.79284 2.83900 1.57050 -0.396 -0.680 -0.059
H -0.54695 1.98150 2.24969 -1.024 0.275 0.739
H 1.07921 1.69424 2.75110 1.040 -1.060 1.410
H -0.31311 2.05397 -1.64918 0.106 -0.579 -0.298
H 1.14369 2.44158 -0.82175 0.471 -0.238 -0.680
H 1.16968 0.90030 -1.89738 -0.572 1.011 0.321
H -4.19188 -1.88992 -0.51765 -2.119 -1.354 -0.383
```
Positions in Å, forces in eV/Å.